# 1
The following is a DFT calculation (the ωB97M-V functional and the def2-TZVPD basis) of a 5-piece molecular cluster, C10H30O10 overall in a non-equilibrium geometry.

```
50
Properties=species:S:1:pos:R:3:forces:R:3
O -0.585 -1.072 1.032 -0.21 0.06 -0.25
C -0.854 -0.233 -0.102 0.75 -0.32 0.52
C -0.947 -1.121 -1.331 -0.83 -0.28 1.11
O -1.980 -2.090 -1.093 0.07 0.20 -0.39
H -0.962 -0.604 1.791 -0.08 -0.13 0.17
H -1.793 0.298 0.064 0.01 0.14 -0.20
H -0.009 0.465 -0.161 -0.27 0.23 -0.40
H -0.009 -1.663 -1.471 0.16 0.30 -0.37
H -1.279 -0.515 -2.169 0.35 -0.18 -0.34
H -1.816 -2.428 -0.204 0.07 -0.05 0.05
O -0.330 -4.079 -3.075 0.07 0.58 -0.32
C 0.297 -3.379 -4.150 -0.51 -0.52 -0.24
C -0.657 -3.281 -5.321 -0.30 0.19 0.15
O -1.708 -2.371 -4.949 0.19 -0.12 0.01
H -1.120 -3.545 -2.908 -0.11 -0.20 0.44
H 0.571 -2.365 -3.845 0.33 -0.05 -0.03
H 1.150 -3.973 -4.474 0.23 0.20 0.22
H -1.069 -4.275 -5.511 0.04 0.00 -0.08
H -0.149 -2.918 -6.219 0.01 0.04 0.01
H -2.557 -2.710 -5.240 0.04 -0.03 -0.05
O 3.052 2.598 -2.423 0.07 -0.09 -0.05
C 2.479 1.482 -1.728 0.19 0.48 -0.29
C 3.182 0.191 -2.099 -0.18 0.20 -0.20
O 3.229 0.042 -3.505 0.07 -0.21 0.04
H 3.827 2.899 -1.941 0.02 -0.01 0.00
H 2.531 1.691 -0.657 -0.24 -0.31 0.09
H 1.446 1.440 -2.072 -0.05 -0.01 0.15
H 2.591 -0.649 -1.732 0.18 -0.08 0.17
H 4.187 0.173 -1.659 -0.01 -0.13 0.01
H 3.666 0.816 -3.874 -0.08 0.13 0.06
O 0.519 2.165 3.838 -0.09 -0.01 0.02
C 1.116 1.869 2.587 0.15 0.21 -0.11
C 2.566 2.361 2.469 -1.13 -0.55 0.09
O 2.681 3.756 2.576 0.18 0.21 -0.01
H 0.992 1.697 4.533 0.08 0.02 -0.05
H 1.056 0.798 2.354 0.13 0.02 0.05
H 0.504 2.384 1.838 -0.03 -0.01 0.05
H 2.934 1.979 1.509 0.33 0.01 0.11
H 3.115 1.921 3.302 0.36 0.05 -0.13
H 2.054 4.163 1.969 0.01 0.01 0.03
O -3.955 0.886 5.967 -0.12 0.03 0.01
C -3.611 1.238 4.638 0.18 0.36 0.12
C -2.501 0.298 4.214 -0.23 0.05 -0.59
O -2.222 0.452 2.811 -0.09 0.04 0.33
H -4.437 1.617 6.363 -0.01 -0.05 0.04
H -4.474 1.163 3.960 0.02 -0.20 0.04
H -3.264 2.278 4.585 0.07 -0.13 -0.04
H -2.810 -0.732 4.412 0.12 0.02 0.18
H -1.583 0.539 4.739 0.07 -0.08 0.05
H -3.067 0.347 2.362 0.03 -0.04 -0.19
```
Positions in Å, forces in eV/Å.

Results
**SMILES**: OCCO.OCCO.OCCO.OCCO.OCCO
**HOMO energy**: -9.832 eV
**Net charge**: 0
**E_LUMO**: 0.5 eV
**Molar mass**: 310.340 Da
**ΔE to the lowest compared entry with this formula, charge and spin**: 45.33 kJ/mol
**Frontier orbital gap**: 10.32 eV
**Energy**: -31328.8371 eV

# 2
The following is a DFT calculation (the ωB97M-V functional and the def2-TZVPD basis) of a 5-piece molecular cluster, C10H30O5S5 overall in a non-equilibrium geometry.

```
50
Properties=species:S:1:pos:R:3:forces:R:3
C 0.072 -2.364 -0.644 0.04 4.53 -2.17
S -0.899 -3.692 -1.058 -0.62 -2.30 -4.33
O -0.688 -3.852 -2.594 -0.74 0.47 2.27
C 0.161 -4.983 -0.360 4.06 2.49 -3.16
H -0.430 -1.221 -0.896 1.10 -3.62 0.70
H 0.959 -2.525 -1.278 -0.03 0.43 0.43
H 0.266 -2.449 0.372 0.65 0.24 2.03
H 1.358 -4.872 -0.567 -2.95 0.33 0.59
H -0.049 -5.896 -0.775 -1.14 -2.13 -0.93
H -0.104 -4.879 0.591 -0.45 -0.34 4.50
C -1.895 -0.002 2.361 -1.61 4.92 0.61
S -2.372 0.720 0.754 -1.52 -1.70 1.17
O -2.825 -0.473 -0.037 0.87 -0.17 -0.61
C -3.971 1.356 1.270 0.48 0.87 -3.00
H -1.755 0.830 3.122 0.08 -0.97 -0.99
H -1.042 -0.462 2.161 4.01 -2.04 -0.53
H -2.600 -0.665 2.690 -2.06 -1.72 0.59
H -4.772 0.662 1.497 0.43 -0.39 0.29
H -4.183 1.822 0.253 -0.48 -0.13 1.44
H -3.742 2.107 1.967 -0.33 1.18 1.12
C -0.490 0.033 -4.585 -3.46 -3.15 -3.58
S 0.364 0.401 -5.984 2.24 0.66 -3.19
O 1.845 0.377 -5.686 -1.00 -0.21 0.03
C 0.004 -1.152 -6.885 -0.23 2.36 -2.83
H -0.234 -0.967 -4.419 0.11 -1.51 1.36
H -1.537 0.098 -4.999 0.66 0.02 1.19
H -0.218 0.710 -3.946 0.95 3.60 4.26
H 0.493 -1.941 -6.416 0.81 -1.44 0.88
H 0.455 -0.941 -7.917 -0.36 -0.53 1.45
H -1.058 -1.341 -7.100 0.24 0.17 0.55
C 1.754 1.944 -1.939 -0.08 1.47 -0.49
S 1.221 2.608 -0.407 -2.77 0.28 -1.01
O -0.293 2.387 -0.591 1.75 0.55 0.91
C 1.826 1.366 0.612 1.56 -0.26 0.14
H 2.750 2.260 -2.136 0.95 0.52 -0.39
H 1.029 2.605 -2.489 0.79 -1.56 -0.69
H 1.785 0.861 -1.991 -0.96 -0.05 -0.21
H 2.925 1.278 0.436 -0.90 -0.21 0.42
H 1.241 0.496 0.546 -0.40 -1.64 -1.14
H 1.540 1.634 1.572 0.25 1.00 2.32
C 0.309 1.484 6.378 -0.90 1.14 1.01
S 1.060 1.226 4.786 -1.83 0.62 -2.16
O 0.295 2.106 3.788 0.98 -1.00 1.17
C 2.587 2.051 5.128 -0.90 1.98 -3.51
H 0.826 0.663 7.050 -1.38 1.99 -0.81
H -0.870 1.406 6.266 2.65 -0.32 0.30
H 0.507 2.639 6.621 -0.28 -2.67 0.05
H 2.278 3.124 5.371 0.94 -1.30 -0.58
H 3.228 1.869 4.164 -0.97 0.74 2.12
H 2.890 1.537 5.951 1.76 -1.19 2.40
```
Positions in Å, forces in eV/Å.

Results
**HOMO energy**: -8.423 eV
**Net charge**: 0
**E_LUMO**: 0.1 eV
**Molar mass**: 390.680 Da
**ΔE to the lowest compared entry with this formula, charge and spin**: 450.07 kJ/mol
**Frontier orbital gap**: 8.56 eV
**Energy**: -75261.1687 eV

# 3
The following is a DFT calculation (the ωB97M-V functional and the def2-TZVPD basis) of C10H31BeN14O16Pb as an isolated structure in a non-equilibrium geometry.

```
73
Properties=species:S:1:pos:R:3:forces:R:3
Be -1.508 -0.461 3.430 2.63 1.41 -0.20
Pb 1.480 1.965 2.182 -1.18 0.14 -0.55
O 2.414 -1.457 4.742 -0.39 1.39 0.16
C 1.226 -0.880 4.555 -2.96 -1.41 -1.79
O 0.160 -1.546 4.756 -1.06 0.04 0.02
O 1.102 0.202 3.944 1.35 1.70 -0.05
H 2.952 -0.710 4.424 0.83 -0.66 0.30
O 0.162 -1.477 -0.143 0.17 -0.13 -1.09
C 0.308 -0.205 0.227 0.12 0.65 1.92
O -0.096 0.009 1.428 -0.46 0.64 1.12
O 0.854 0.705 -0.411 -0.02 -0.88 -0.73
H -0.234 -1.914 0.648 -0.14 -0.02 0.08
O -2.456 3.557 3.829 -0.41 -0.48 -0.61
C -2.097 2.327 3.478 1.22 -1.50 -0.25
O -0.973 2.011 3.035 0.69 0.51 0.22
O -2.965 1.418 3.627 -0.19 -2.19 0.20
H -3.410 3.386 3.947 0.06 0.87 0.47
C -3.273 -2.204 -2.369 -0.96 -0.64 -1.30
O -3.841 -1.131 -2.319 0.77 -0.01 0.67
N -3.968 -3.387 -2.425 -0.41 -0.80 0.38
N -1.928 -2.425 -2.568 -0.75 0.98 0.41
H -4.966 -3.444 -2.336 0.00 0.56 -0.08
H -3.524 -4.282 -2.527 0.19 0.09 -0.01
H -1.637 -3.374 -2.685 0.68 0.13 0.17
H -1.354 -1.645 -2.298 0.50 -0.39 -0.20
C -0.312 4.654 0.815 0.78 -1.78 -0.45
O 0.562 4.320 1.637 0.14 0.27 0.68
N -1.126 5.709 0.917 -0.69 0.96 0.27
N -0.494 3.861 -0.272 -0.92 1.35 0.14
H -1.226 6.282 1.737 0.55 -0.35 0.28
H -1.805 5.944 0.214 0.17 -0.29 -0.25
H 0.203 3.202 -0.564 -0.04 -0.06 -0.02
H -1.254 4.141 -0.870 0.20 -0.63 -0.51
C 2.977 3.295 -1.007 -0.46 0.68 -0.85
O 3.054 2.885 0.148 -0.04 0.12 0.13
N 3.580 4.428 -1.514 0.24 -0.55 1.24
N 2.194 2.725 -1.957 -0.37 -1.22 0.13
H 4.232 4.826 -0.851 0.18 0.14 -0.38
H 3.891 4.299 -2.462 0.28 0.45 -0.03
H 1.696 1.877 -1.718 -0.05 0.10 0.02
H 1.993 3.168 -2.834 0.05 0.16 0.02
C 5.012 -0.259 -1.754 0.99 -0.98 -0.89
O 5.827 -1.114 -1.459 -0.13 0.51 0.44
N 3.667 -0.448 -1.638 -0.28 0.40 0.06
N 5.364 0.917 -2.391 -0.38 -0.27 0.75
H 3.095 0.328 -1.914 -0.42 -0.18 0.39
H 3.348 -1.087 -0.932 -0.06 -0.03 -0.09
H 6.283 0.909 -2.797 -0.11 0.21 -0.20
H 4.597 1.432 -2.784 0.40 0.26 -0.43
C 2.093 -4.458 -1.793 -0.54 -1.42 -0.10
O 2.768 -5.341 -2.278 -0.09 0.47 0.24
N 1.132 -3.767 -2.453 -0.82 0.76 -0.73
N 2.037 -4.165 -0.456 0.66 -0.09 1.60
H 0.916 -3.962 -3.414 0.42 0.20 -0.10
H 0.753 -2.950 -2.004 -0.07 0.11 -0.34
H 1.390 -3.499 -0.072 0.07 0.13 -0.33
H 2.231 -4.918 0.184 0.52 0.02 -0.17
C -3.380 2.066 -0.959 1.61 0.34 0.89
O -3.600 2.505 -2.070 -0.28 -0.54 0.10
N -4.150 2.326 0.147 -1.35 0.28 -1.26
N -2.240 1.399 -0.589 0.47 -0.47 -0.32
H -5.036 2.693 -0.166 -0.04 0.32 0.82
H -3.827 2.374 1.091 -0.08 -0.19 0.06
H -2.038 1.191 0.373 -0.17 -0.07 0.02
H -1.616 0.987 -1.258 -0.19 0.29 -0.29
C -1.674 -3.744 1.634 0.63 -0.86 0.07
O -1.088 -2.719 2.051 -0.65 0.45 -0.26
N -1.291 -4.427 0.526 -0.07 0.78 0.10
N -2.637 -4.411 2.299 -0.80 0.35 0.73
H -1.678 -5.342 0.392 0.24 -0.10 -0.27
H -0.600 -4.066 -0.108 -0.06 -0.15 -0.09
H -2.951 -4.123 3.210 0.20 0.25 -0.07
H -3.299 -4.976 1.796 0.10 -0.11 -0.07
```
Positions in Å, forces in eV/Å.

Results
**HOMO energy**: -11.708 eV
**Net charge**: +1
**E_LUMO**: -5.2 eV
**Molar mass**: 819.652 Da
**ΔE to the lowest compared entry with this formula, charge and spin**: 0.00 kJ/mol
**Frontier orbital gap**: 6.54 eV
**Energy**: -70145.9431 eV